DFT (ωB97M-V with the def2-TZVPD basis set) results for a cluster of 9 separate species, C74H157N8O5 in total at a distorted geometry.

```
244
Properties=species:S:1:pos:R:3:forces:R:3
H -14.6056 3.3017 -17.7468 -0.2841 0.0783 -0.1760
H -29.2712 1.3650 -16.7143 -0.0865 -0.3779 -0.3346
H -21.7600 2.6976 -23.6716 -0.3586 0.2002 -0.3851
C -25.8196 1.5706 -10.9836 -0.0646 -0.1337 -0.2380
C -16.1479 6.1876 -18.8229 -1.3128 -0.0045 0.2748
H -25.1668 -2.1268 -14.1307 -0.4338 0.2913 0.4445
C -29.2362 -3.5212 -19.4577 -0.8734 0.4862 -0.4464
H -27.2394 1.6522 -12.6622 0.1256 -0.0497 0.2025
H -22.8820 0.4530 -24.0189 0.2703 -0.0658 0.2489
C -30.3001 1.6739 -16.5014 2.0999 0.3178 1.0364
C -23.9478 0.7671 -12.4082 0.0848 0.0950 1.1124
C -31.2683 1.5435 -17.6096 -0.9014 -0.0922 -0.1565
C -26.7241 6.4769 -18.9869 0.9114 -0.6465 -0.2669
C -19.4389 0.7605 -17.1232 0.9749 -1.8991 1.0060
C -17.1989 0.1408 -16.2425 0.2010 -0.2077 -0.0643
N -18.5223 -0.4289 -16.6493 -2.0414 0.1462 0.2654
H -18.2554 6.6246 -18.2692 0.3018 0.1217 0.2630
H -21.3315 3.7519 -15.9303 -0.2581 -0.4519 -0.0972
C -17.5596 5.7934 -18.3772 -0.2169 -0.8644 -0.7832
H -26.2010 2.4787 -10.5098 0.0869 -0.0254 -0.0273
H -24.3284 1.3115 -24.3651 -0.0103 -0.3486 -0.1670
H -27.9482 0.8458 -19.7506 -0.3231 0.1236 0.2981
H -21.9886 4.9937 -25.4175 -0.0941 -0.0972 -0.1010
C -32.2497 4.4010 -18.1833 0.3846 0.0337 -0.1980
O -26.4113 1.7006 -16.1517 0.3380 0.0648 -0.2212
H -24.1147 3.9524 -26.3198 0.0022 -0.3953 -0.4815
H -14.7004 4.8072 -16.9592 -0.2228 0.0892 0.1857
C -15.0486 -0.1384 -15.1124 -0.0081 -0.0668 -0.0988
H -31.9834 9.9199 -18.5134 0.1223 -0.2046 0.2307
H -15.4642 0.5234 -14.3468 0.5335 0.0476 0.0736
C -24.7670 -6.3531 -13.5553 0.4869 0.6509 -0.8908
O -31.4563 4.7394 -15.0655 0.6308 -5.1368 -4.8935
H -25.6422 2.3707 -13.5445 0.3078 -0.2367 -0.6161
H -28.5335 2.4981 -14.7038 -0.0511 -0.0456 0.0746
H -26.5501 1.9737 -21.9707 -0.6708 -0.7309 0.0375
H -29.3228 4.0069 -17.9690 0.0143 -0.5194 -0.1791
H -20.7220 -2.2766 -16.1977 0.0872 0.3831 -0.1086
H -33.0843 4.2794 -18.8844 -0.0547 0.1722 0.4691
H -29.2126 4.9809 -16.5421 0.3988 0.0662 0.0866
C -21.3758 4.4847 -16.7343 0.4557 0.3884 0.8327
H -30.2278 10.4505 -19.9143 0.5933 0.1106 -0.1708
H -23.4835 -1.9263 -14.4063 0.2584 0.4444 -0.0704
H -27.7385 -0.0773 -10.1691 0.1156 -0.2414 -0.0046
H -24.4341 -4.6585 -16.6115 -0.0265 -0.2474 0.1564
H -25.1130 5.1241 -18.5058 0.0804 -0.1688 -0.0921
H -22.2950 -4.2214 -13.4516 0.4846 0.1115 -0.4069
H -23.2260 5.9433 -24.5728 0.1170 0.1687 -0.1960
C -26.9361 -2.8643 -19.7884 -0.7675 -0.4751 1.0528
C -22.6222 -4.4228 -14.4855 -0.5423 0.0972 0.9583
C -23.6720 2.7738 -10.7854 0.7651 -1.1417 -0.8931
C -25.5629 -7.0258 -14.7518 -0.1686 1.2324 0.8483
C -16.6089 3.7986 -17.2337 -0.2719 0.0868 0.4418
C -25.3087 6.1919 -18.4923 0.0622 -0.2429 1.0816
N -24.5766 1.9494 -11.7255 -0.4213 1.4622 -1.8569
N -24.1015 3.8837 -23.0811 -3.5381 7.2982 4.4759
C -24.5787 -3.7760 -15.9965 -0.2946 -0.0718 0.6086
H -16.6546 -1.6347 -15.1014 0.2658 0.4194 0.2126
H -25.2401 6.4919 -17.4360 -0.0253 -0.1099 -0.1337
H -31.3867 0.4869 -17.9024 -0.0758 0.5044 -0.0451
H -19.1479 3.8165 -17.8746 0.2312 -0.3339 -0.2532
H -22.9725 1.0915 -12.7422 0.0211 -0.1927 -0.3577
C -19.1455 -1.0309 -15.3669 0.1431 0.7796 -0.9738
H -27.2139 -2.8622 -20.8471 0.0719 -0.2207 0.2241
H -21.8625 2.4821 -11.9729 0.0041 0.1138 -0.1606
H -22.2262 5.1338 -16.5130 0.0655 -0.0708 -0.1738
H -28.9413 0.0954 -11.4066 0.2111 0.3345 -0.2618
N -28.4007 8.3356 -19.1574 0.8736 1.6153 -0.9661
H -23.9883 -2.9788 -16.4245 0.2053 0.3053 -0.1220
C -24.0334 -3.9105 -14.5141 -1.2166 0.3812 -0.6634
H -25.5574 0.2448 -19.6756 0.2156 0.0597 0.0468
C -23.7988 1.5580 -22.3791 0.2433 1.2596 1.9018
H -28.4141 1.4710 -10.3781 -0.2715 0.1174 -0.2903
H -25.2872 2.9569 -25.3852 0.1307 -0.1418 0.0228
C -28.8280 -1.9814 -15.3353 -0.4315 0.8844 -0.1823
N -31.3431 3.7932 -15.9956 -1.3728 7.0005 5.7928
H -22.1405 -3.7390 -15.1695 0.7799 -0.3551 -0.2584
C -22.4160 3.3213 -11.5446 -0.5856 -0.2335 0.8564
H -22.5035 -0.4793 -16.0223 0.3086 0.2202 -0.2128
H -16.8558 0.7396 -17.0852 0.3397 -0.1808 -0.1284
H -29.2005 7.4866 -17.4768 -0.5939 0.0778 0.1469
H -34.5991 3.8997 -16.8785 -0.1339 -0.0655 0.1728
C -25.4031 0.9626 -16.3180 -1.2255 -0.9988 0.8200
C -28.0716 -2.5873 -17.5113 -0.2378 -0.4319 -1.1292
H -19.1099 -0.2558 -14.5971 0.3852 -0.0037 -0.0846
H -23.7298 0.7603 -17.6907 -0.4721 0.0362 -0.4726
C -29.9171 10.3359 -18.8692 -0.6297 0.7762 -0.7999
O -24.4123 5.0668 -22.5819 2.0187 -5.6727 -2.7325
H -27.8201 10.3894 -19.2407 0.2281 -0.1433 -0.3350
H -23.9112 -2.5573 -12.8315 -0.3800 0.0957 0.3085
H -21.7355 3.7223 -10.7817 -0.2952 0.2428 -0.2401
H -27.9084 -3.6436 -17.2797 0.1277 0.0352 -0.1657
N -28.2253 -2.5070 -19.0200 0.7372 -1.2127 -1.1028
H -33.3186 2.1414 -17.9480 -0.1642 -0.6768 -0.0823
H -32.0232 5.4418 -18.0022 -0.4813 0.3821 0.2119
H -24.9713 -6.1271 -11.4024 -0.1282 0.2247 -0.0965
C -24.6364 3.8177 -25.3817 0.8008 1.1140 0.0334
H -29.8943 11.3678 -18.5021 -0.0990 -0.2384 0.2217
C -22.6668 2.5634 -24.3027 2.1621 0.6636 -0.2347
H -30.5428 1.1377 -15.5815 -0.5402 -0.4044 -0.2882
H -14.2936 5.2631 -19.3511 0.2433 -0.1567 0.1272
C -29.2995 -2.1107 -16.7809 0.3476 -0.0401 0.1916
H -29.0538 -4.5294 -19.1308 0.5669 -0.1973 0.4345
H -22.3160 2.5898 -25.3246 0.3581 -1.2285 -0.3706
C -26.1575 2.6026 -22.7465 0.1777 0.4071 0.4436
H -26.5448 0.0478 -12.3725 -0.0273 0.2900 0.0758
C -24.8503 3.2611 -20.7934 0.4395 -0.0956 -0.6851
H -26.9729 8.0965 -17.6352 -0.2191 -0.0934 -0.0697
H -17.9111 -1.1317 -18.5683 -0.2816 0.1208 -0.0701
H -18.9472 3.6369 -16.1314 0.6085 -0.0826 0.0617
H -18.0089 5.1335 -19.1354 0.1716 0.1375 -0.0329
C -15.2304 4.2060 -17.7006 0.7468 -0.6951 0.5418
H -31.3752 4.0580 -18.7209 0.1761 -0.4536 0.0429
C -30.8649 8.0780 -18.8488 0.0492 -0.5290 -0.4245
H -27.3950 0.0376 -18.2229 -0.6071 0.1717 -0.4895
H -28.4603 -2.9350 -14.9665 -0.0274 -0.0369 0.2032
H -23.4853 2.0590 -9.9783 0.4815 0.4014 0.0652
C -16.1906 -0.8859 -15.7532 -0.1682 -0.3220 -0.7065
H -15.7644 6.8570 -18.0505 0.3511 0.2842 -0.4641
H -23.2226 2.8615 -14.1501 -0.3480 0.1713 0.2965
H -17.8637 -2.3200 -17.2953 0.0192 -0.0650 0.0395
H -19.2756 1.3795 -16.2642 -0.5179 0.9255 0.3400
H -25.1692 2.3688 -20.2586 -0.0042 0.2734 0.4974
H -30.8629 9.3901 -17.2068 -0.3479 0.2781 0.3452
H -22.8641 -6.3199 -15.6289 -0.2042 0.1759 -0.0002
C -28.6004 -1.1659 -19.5983 -0.9349 -1.4992 -0.3731
H -24.5844 0.3937 -13.2231 0.2576 0.3335 0.2348
O -26.1309 -4.3818 -13.5363 6.7421 -2.1410 -1.0971
H -18.8977 1.1903 -17.9437 -0.1042 0.1507 -0.7459
H -30.1496 -2.7944 -16.8816 0.2693 -0.0176 0.0681
H -19.8465 5.7261 -15.7205 -0.6412 0.3059 -0.0714
H -23.8788 3.6207 -20.4885 0.1812 0.0370 0.6331
C -29.5085 7.4680 -18.5276 1.7276 1.4899 -0.6371
H -25.2373 -6.7589 -15.7496 0.1320 0.3283 -0.0574
C -24.2236 1.4974 -17.0583 0.6570 0.7124 0.0454
H -16.3928 6.7207 -19.7570 0.8520 0.0465 0.3170
H -26.7804 6.2605 -20.0530 -0.1031 -0.0671 -0.1110
H -17.8004 6.7635 -15.9307 -0.4575 0.0583 0.2309
H -30.2109 -3.2239 -19.1099 -0.3206 0.1145 0.3614
C -32.5765 2.1355 -17.1519 -1.5638 -0.1714 -0.1687
N -17.5951 4.9573 -17.1293 1.0342 0.7730 1.3113
H -25.0473 -2.0757 -20.1452 0.4897 -0.4977 0.3271
C -20.9060 0.3652 -17.3132 0.5068 0.3574 0.9421
C -32.5498 3.6507 -16.8564 1.9618 -1.5712 -1.1867
H -24.5241 2.4362 -17.5256 0.4656 -0.0920 -0.3265
C -23.3972 1.3805 -23.7949 -1.3979 -1.1395 -1.4377
C -29.4355 3.1094 -14.6338 -0.3526 -0.1394 0.3138
C -26.3118 -0.4872 -19.9558 -0.2651 1.2466 -0.2351
C -27.6235 -0.0924 -19.3051 0.7583 0.5363 0.8125
H -30.1368 2.7151 -13.8894 0.2291 -0.0642 -0.0956
C -20.5893 -1.3934 -15.5532 -0.7496 -0.9602 0.4674
C -22.5916 5.0645 -24.5149 0.0871 0.8410 -0.1416
H -21.3313 0.5112 -15.1505 -0.1637 0.5108 -0.2223
H -16.1718 6.1381 -16.0172 -0.0357 -0.0411 -0.0695
C -18.4564 -1.5039 -17.7015 0.9852 0.0136 0.4306
H -27.3711 5.7644 -18.4594 -0.0513 0.3416 -0.1143
H -23.8049 -0.0025 -11.6512 0.0023 -0.1380 -0.0293
H -25.5112 0.8922 -10.1785 -0.1482 -0.0009 -0.2045
H -17.0954 3.0742 -17.8897 0.1827 0.1645 -0.4277
H -29.2532 8.8704 -21.0523 0.0565 0.2208 -0.0188
H -27.4523 8.8474 -21.0373 -0.1202 0.1631 0.2758
H -29.3294 -3.5494 -20.5374 0.3419 0.1777 -0.2357
H -28.3973 7.3474 -21.0089 0.0154 -0.1201 -0.2512
H -24.4802 6.6964 -18.9728 -0.1264 0.2591 -0.5437
C -18.9214 4.3476 -16.9569 -0.9372 0.0878 -0.3958
C -23.4403 3.8468 -24.3488 -0.8926 -0.8008 0.6725
H -21.4346 1.2970 -17.5705 0.0280 -0.5505 -0.3801
H -33.9138 3.8012 -15.2265 -0.2326 -0.1522 0.4096
H -29.6550 -1.0887 -19.4360 -0.5695 0.9124 0.7435
H -18.4596 -1.8279 -15.1347 -0.3629 -0.4122 0.4144
H -15.8012 -1.4588 -16.5816 0.1141 -0.2040 -0.4199
H -26.2827 8.5784 -19.1350 -0.2864 -0.0295 -0.3266
H -17.2907 5.2142 -15.0370 -0.3434 0.3477 0.2320
H -21.5095 4.0121 -17.7102 -0.0638 -0.0587 0.1264
H -25.5023 -8.0906 -14.6961 0.2864 -0.7590 0.4298
C -22.5261 -5.9284 -14.6689 0.6226 0.2266 0.4200
H -22.9401 1.7876 -21.7222 0.0982 -0.2219 -0.3184
C -28.3658 8.3786 -20.6769 -0.7435 -1.0519 0.4037
H -33.7015 5.2569 -16.2245 -0.3209 0.1877 0.3062
H -15.7223 4.3509 -19.8082 0.2588 -0.0664 0.2497
H -28.2031 9.7702 -17.6701 -0.3626 0.1197 0.0372
C -31.0073 9.4858 -18.2803 0.2348 -0.5373 0.5977
H -22.9927 -6.2479 -12.5076 0.8964 0.0727 0.1987
C -24.2047 -2.5292 -13.8738 0.8506 -0.5231 -0.6638
H -20.9968 -0.4483 -18.0376 -0.1779 0.5690 -0.4039
C -22.9023 4.3361 -12.6124 0.9509 -0.4586 1.4392
H -20.9321 -1.7611 -14.5620 0.1393 0.2999 -0.4332
H -29.2003 6.5088 -18.9020 -0.9547 -0.7217 -0.3019
H -31.0270 2.1603 -18.4611 0.8145 -0.3551 -0.5635
H -29.6528 -1.6225 -14.7296 -0.0442 -0.2100 0.3756
N -24.9157 -4.8365 -13.7901 -8.2920 1.4200 0.4093
C -25.8926 -1.8408 -19.5062 1.0461 -0.2313 -0.5036
H -26.4117 -0.4292 -21.0495 -0.0053 -0.2203 0.0973
C -28.5392 9.7741 -18.7129 0.1401 0.1095 0.8145
H -28.1104 3.5612 -16.6772 0.2505 0.0290 -0.3274
H -25.2992 -7.7024 -12.0282 0.5532 -0.4155 -0.0889
H -14.5067 0.4103 -15.8913 -0.0810 0.1902 0.3242
H -24.3218 0.7825 -21.8429 -0.1298 -0.8504 -0.4089
H -25.5663 4.0725 -20.7691 -0.1482 -0.0812 0.4318
H -32.9957 1.5779 -16.3093 -0.0325 0.1705 0.0298
O -25.2758 -0.2138 -15.8770 0.0362 -0.1148 -0.0497
C -29.0930 3.9603 -16.9104 -0.9278 0.2202 0.5624
H -23.4454 1.6797 -16.3129 -0.0616 0.4312 0.1399
H -25.6579 3.5479 -12.3265 -0.1339 1.2996 -0.0660
H -25.5962 -1.8116 -18.4568 0.1838 -0.1208 -0.0519
H -28.0368 -1.2183 -15.2923 -0.0127 -0.2814 0.1152
H -23.1817 -7.6551 -13.5777 0.4701 -0.3057 0.3195
H -22.0682 4.8295 -13.1256 -0.1385 -0.3035 -0.0210
H -26.6841 3.5500 -22.6254 0.0628 0.0681 -0.2461
H -29.1804 4.1157 -14.3414 0.2004 0.2347 0.1650
H -26.4863 -6.5977 -12.2526 -0.6477 0.7174 -0.0625
C -26.8955 0.9676 -11.8808 -0.9649 -0.8107 0.6829
H -20.2244 6.0615 -17.4487 0.6791 0.1627 0.1233
H -29.6178 -1.1574 -17.1975 -0.0223 0.2657 0.2110
H -31.0247 8.1028 -19.9366 0.0741 -0.1713 0.1914
C -23.8039 3.5759 -13.5351 -0.5762 0.4979 -1.2834
H -24.2890 4.2582 -14.2336 0.2154 0.1383 -0.3877
C -17.2167 5.8605 -15.9072 0.5717 -1.3722 -1.1650
C -24.7139 2.7750 -22.2094 0.1049 0.0917 -2.1730
C -30.0602 3.1042 -16.0129 0.3212 -0.0836 -0.8620
C -24.9912 2.9323 -12.8944 0.1425 -1.5714 2.0108
C -15.2683 4.9467 -18.9973 -0.7802 0.7883 -1.1442
C -25.4182 -6.6488 -12.2476 -0.1393 -0.9702 0.7699
H -21.4835 -6.1988 -14.5991 0.3845 -0.1717 -0.0544
H -24.2561 3.6043 -10.3937 -0.2190 -0.1093 -0.0875
H -23.4064 5.1266 -12.0554 -0.2862 0.0959 -0.2269
H -26.6776 -3.8726 -19.4636 0.1716 0.0311 -0.1512
H -28.5809 -1.3983 -20.6543 0.0630 0.2647 -0.5282
H -25.6305 -3.4390 -16.0251 0.4714 -0.3036 0.2425
H -27.1770 -2.0417 -17.2408 -0.0193 0.3400 0.1690
C -28.0878 0.5991 -10.9466 0.5796 0.0168 0.2883
H -16.6207 3.3120 -16.2522 0.2339 0.2731 0.0422
H -21.9176 5.2080 -23.6717 0.0323 -0.1473 0.0563
H -31.5980 7.3901 -18.4566 -0.4608 -0.0010 0.1713
C -33.7726 4.1748 -16.2242 -0.2755 0.7397 -0.1978
C -23.2531 -6.5781 -13.4999 -1.4168 -0.7490 -1.0328
C -21.4421 -0.1835 -15.9872 0.2787 -0.9626 0.4759
H -25.1758 4.7551 -25.2527 -0.3294 -0.1599 0.1351
H -14.3477 -0.8477 -14.6932 0.1613 0.0647 0.3306
C -27.0397 7.9118 -18.7145 -0.1677 0.0020 0.9927
H -17.3476 0.8344 -15.4069 -0.4953 -0.0342 -0.1705
H -26.3504 2.2094 -23.7389 0.3262 -0.1977 0.0948
H -19.4358 -1.9065 -17.9448 0.0450 0.3807 -0.0400
C -20.0608 5.2861 -16.6969 -0.7989 0.3623 -0.0801
H -26.6080 -6.7445 -14.5756 0.1698 -0.0730 -0.3671
```
Positions in Å, forces in eV/Å.

## Properties
Gap between HOMO and LUMO (eV): 5.76
Charge: +7
Lowest unoccupied orbital energy (hartree): -0.554
HOMO (eV): -20.83
Electronic energy (eV): -101362.2922